1.
DFT (wB97M-V/def2-TZVPD) results for a molecular structure, C17H35AlF6N2O5P.

Results
energy above the lowest of the compared OMol25 structures with the same formula, charge and spin	53.3	kcal/mol
HOMO level	-3.5	eV
largest force on an atom	4.57	eV/A
calculated total energy	-63604.297	eV
HOMO-LUMO gap	5.8599	eV

Geometry as ORCA input:
```
! wB97M-V def2-TZVPD RIJCOSX def2/J DEFGRID3
* xyz -1 1
O -2.18 -0.46 2.22
C -1.30 -1.18 1.74
O -1.71 -2.08 0.70
C 0.24 -1.23 2.20
F 0.51 -2.62 2.46
F 1.05 -0.88 1.10
C 0.56 -0.45 3.56
F -0.45 -0.69 4.53
F 1.76 -1.06 4.10
C 0.87 1.11 3.41
F 1.92 1.43 2.52
F 1.31 1.54 4.72
C -0.44 2.02 3.08
O -1.24 2.31 4.02
Al -0.82 2.78 1.22
P 0.68 4.49 0.62
O 0.04 5.32 -0.78
O 2.25 3.83 0.23
H -1.02 -2.76 0.56
H -0.64 1.58 0.18
H -2.35 3.28 1.21
H 0.77 5.49 -1.41
H 2.67 3.61 1.09
C 6.72 -4.39 -0.64
C 6.31 -3.20 0.22
N 5.50 -2.21 -0.49
C 5.36 -0.95 0.23
C 4.61 -0.98 1.56
C 4.28 -2.71 -1.12
C 3.26 -3.41 -0.23
H 7.23 -4.06 -1.55
H 7.41 -5.03 -0.08
H 5.86 -5.00 -0.92
H 7.23 -2.71 0.56
H 5.80 -3.57 1.12
H 4.88 -0.21 -0.42
H 6.36 -0.55 0.42
H 3.53 -1.09 1.42
H 4.76 -0.03 2.09
H 4.95 -1.78 2.22
H 4.57 -3.41 -1.92
H 3.79 -1.89 -1.65
H 3.71 -4.13 0.45
H 2.55 -3.97 -0.86
H 2.67 -2.70 0.35
C -4.70 2.52 -4.23
C -4.67 1.33 -3.28
N -4.41 1.70 -1.89
C -4.09 0.55 -1.04
C -5.19 -0.49 -0.82
C -5.31 2.68 -1.30
C -6.80 2.36 -1.29
H -3.78 3.11 -4.16
H -4.79 2.17 -5.26
H -5.55 3.18 -4.03
H -3.87 0.67 -3.62
H -5.61 0.77 -3.38
H -3.75 0.91 -0.07
H -3.22 0.04 -1.47
H -5.96 -0.13 -0.15
H -4.75 -1.39 -0.36
H -5.65 -0.81 -1.76
H -5.17 3.63 -1.83
H -4.98 2.90 -0.28
H -7.16 1.97 -2.24
H -7.37 3.28 -1.08
H -7.06 1.65 -0.51
*
```

***

2.
DFT (wB97M-V/def2-TZVPD) results for 2 unconnected molecules or ions with the total composition C4H9N2O.

Results
energy above the lowest of the compared OMol25 structures with the same formula, charge and spin	49.1	kcal/mol
HOMO level	-13.8	eV
largest force on an atom	14.07	eV/A
calculated total energy	-9313.887	eV
HOMO-LUMO gap	10.3084	eV

Geometry as ORCA input:
```
! wB97M-V def2-TZVPD RIJCOSX def2/J DEFGRID3
* xyz 1 1
C 0.43 1.59 1.41
C 0.53 0.37 0.63
C 0.94 0.21 -0.65
N 0.66 -1.09 -1.12
C 0.26 -1.81 0.00
N 0.34 -0.98 1.08
H -0.55 1.80 1.62
H 0.94 2.47 0.94
H 0.87 1.40 2.42
H 1.36 1.05 -1.29
H 0.99 -1.40 -2.02
H 0.07 -2.82 0.11
H 0.18 -1.25 2.14
H -3.18 1.32 -0.91
H -2.11 1.33 -1.88
O -2.32 1.05 -1.15
*
```

***

3.
DFT (wB97M-V/def2-TZVPD) results for a molecular structure, C11H12Si.

Results
energy above the lowest of the compared OMol25 structures with the same formula, charge and spin	84.9	kcal/mol
HOMO level (spin up / spin down)	-7.6 / -7.6	eV
largest force on an atom	4.57	eV/A
calculated total energy	-19473.028	eV
HOMO-LUMO gap (spin up / spin down)	6.9680 / 6.9642	eV

Geometry as ORCA input:
```
! wB97M-V def2-TZVPD RIJCOSX def2/J DEFGRID3
* xyz 0 1
C 3.89 -0.02 -0.25
C 2.99 0.33 -1.27
C 3.41 -0.07 1.09
C 1.63 0.50 -1.03
C 2.03 0.02 1.31
C 1.21 0.35 0.27
C -2.32 1.30 1.27
C -1.70 0.35 0.43
C -3.67 1.11 1.24
C -2.02 -0.72 -0.14
C -1.53 -1.66 -1.14
Si -4.01 -0.38 0.06
H 4.97 0.14 -0.41
H 3.25 0.45 -2.32
H 4.07 -0.62 1.85
H 0.79 0.66 -1.76
H 1.62 -0.16 2.29
H -1.85 1.86 1.96
H 0.04 0.47 0.49
H -4.29 1.76 1.70
H -0.36 -1.93 -1.17
H -1.71 -1.34 -2.21
H -1.98 -2.71 -1.10
H -4.46 0.31 -1.15
*
```

***

4.
DFT (wB97M-V/def2-TZVPD) results for a single C13H19IN2O6 molecule.

Results
HOMO level	-9.9	eV
largest force on an atom	12.10	eV/A
SMILES string	CN(C)C(=O)C[C@]1(CCCI)OC(=O)O[C@]1(CCO)OC#N
calculated total energy	-37143.826	eV
HOMO-LUMO gap	9.6060	eV

Geometry as ORCA input:
```
! wB97M-V def2-TZVPD RIJCOSX def2/J DEFGRID3
* xyz 0 1
C 2.65 2.29 -0.22
N 1.29 2.94 -0.15
C 0.65 3.16 -1.50
C 0.36 2.30 0.85
O -0.83 2.93 1.06
C 0.64 0.98 1.77
C -0.28 -0.35 1.37
C -1.83 -0.11 0.87
C -1.99 0.40 -0.68
C -3.04 -0.54 -1.57
I -2.94 0.33 -3.63
O -0.54 -0.89 2.75
C -0.80 -2.37 2.74
O -1.71 -3.09 3.39
O 0.30 -2.80 1.81
C 0.53 -1.70 0.81
C -0.04 -2.43 -0.55
C 0.36 -1.74 -1.96
O 1.36 -0.67 -1.92
O 2.03 -1.66 0.86
C 2.53 -2.36 2.05
N 3.02 -2.65 3.23
H 3.10 2.57 -1.29
H 2.66 1.12 -0.14
H 3.42 2.77 0.55
H -0.37 3.76 -1.38
H 1.37 3.92 -2.08
H 0.54 2.19 -2.15
H 1.80 0.71 1.91
H 0.29 1.27 2.88
H -2.27 0.74 1.58
H -2.53 -1.04 1.00
H -0.97 0.60 -1.24
H -2.52 1.47 -0.62
H -2.68 -1.64 -1.69
H -4.16 -0.43 -1.22
H -1.19 -2.59 -0.40
H 0.43 -3.53 -0.55
H 0.81 -2.60 -2.66
H -0.57 -1.31 -2.59
H 1.14 0.05 -1.27
*
```

***

5.
DFT (wB97M-V/def2-TZVPD) results for a single C6H11ClO4 molecule.

Results
energy above the lowest of the compared OMol25 structures with the same formula, charge and spin	63.4	kcal/mol
HOMO level	-9.2	eV
largest force on an atom	8.62	eV/A
SMILES string	C[C@H]1O[C@H](O)[C@H](Cl)[C@H](O)[C@@H]1O
calculated total energy	-27109.262	eV
HOMO-LUMO gap	9.2376	eV

Geometry as ORCA input:
```
! wB97M-V def2-TZVPD RIJCOSX def2/J DEFGRID3
* xyz 0 1
C -2.18 -1.69 -0.90
C -1.86 -0.67 0.13
O -0.79 -1.01 0.87
C 0.59 -1.15 0.48
O 1.38 -1.03 1.57
C 0.84 -0.18 -0.66
Cl 2.68 0.14 -0.71
C 0.06 1.16 -0.40
O 0.16 1.73 0.91
C -1.38 0.71 -0.62
O -1.97 1.71 0.22
H -3.16 -1.42 -1.31
H -2.25 -2.68 -0.55
H -1.46 -1.75 -1.77
H -2.76 -0.28 0.75
H 0.82 -2.22 0.09
H 1.35 0.01 1.64
H 0.47 -0.48 -1.71
H 0.52 1.78 -1.23
H -0.85 1.75 1.31
H -1.75 0.67 -1.63
H -3.08 1.89 -0.16
*
```

***

6.
DFT (wB97M-V/def2-TZVPD) results for a gas-phase ion, C4H7N2 (charge +1).

Results
energy above the lowest of the compared OMol25 structures with the same formula, charge and spin	115.0	kcal/mol
HOMO level (spin up / spin down)	-13.3 / -13.3	eV
largest force on an atom	5.96	eV/A
calculated total energy	-7230.751	eV
HOMO-LUMO gap (spin up / spin down)	8.2198 / 8.2190	eV

Geometry as ORCA input:
```
! wB97M-V def2-TZVPD RIJCOSX def2/J DEFGRID3
* xyz 1 1
C -0.65 -1.68 0.17
C 0.83 -1.44 0.12
C -2.05 0.31 -0.11
C 0.76 0.93 0.24
N -1.35 -0.73 -0.18
N 1.00 -0.15 -0.36
H 1.29 -1.40 1.10
H 1.34 -2.04 -0.63
H -2.07 0.96 0.84
H -2.52 0.75 -0.94
H 0.99 1.90 -0.20
H 0.59 0.86 1.36
H 1.29 -0.11 -1.43
*
```

***

7.
DFT (wB97M-V/def2-TZVPD) results for 2 unconnected molecules or ions with the total composition C5H11O.

Results
energy above the lowest of the compared OMol25 structures with the same formula, charge and spin	20.2	kcal/mol
HOMO level	-2.3	eV
largest force on an atom	0.85	eV/A
calculated total energy	-7409.522	eV
HOMO-LUMO gap	6.6011	eV

Geometry as ORCA input:
```
! wB97M-V def2-TZVPD RIJCOSX def2/J DEFGRID3
* xyz -1 1
C 2.00 0.66 0.74
C 0.86 0.34 1.67
C 0.09 1.25 2.24
H 2.03 -0.09 -0.04
H 1.85 1.63 0.25
H 2.97 0.65 1.25
H 0.69 -0.72 1.79
H -0.66 0.98 2.96
H 0.26 2.30 2.00
C -0.96 -1.28 -1.57
O -0.10 -1.03 -0.57
C -1.70 0.00 -2.05
H -1.76 -2.02 -1.31
H -0.48 -1.71 -2.49
H -2.50 -0.21 -2.75
H -0.94 0.69 -2.41
H -2.13 0.46 -1.15
*
```

***

8.
DFT (wB97M-V/def2-TZVPD) results for a molecular structure, C54H45BBrF4MnN9O18.

Results
energy above the lowest of the compared OMol25 structures with the same formula, charge and spin	15.0	kcal/mol
HOMO level (spin up / spin down)	-9.2 / -9.2	eV
expectation value of S²	8.75
largest force on an atom	5.07	eV/A
calculated total energy	-219884.167	eV
HOMO-LUMO gap (spin up / spin down)	7.8203 / 7.7868	eV

Geometry as ORCA input:
```
! wB97M-V def2-TZVPD RIJCOSX def2/J DEFGRID3
* xyz 0 6
Mn -17.75 0.68 17.27
Br -18.50 -1.70 17.57
B -18.18 1.65 19.65
F -18.69 1.03 20.77
F -19.07 1.50 18.67
F -17.73 2.91 19.75
F -17.20 0.73 19.23
C -18.00 -1.88 23.99
C -17.64 -1.44 25.18
C -16.96 -0.22 25.40
C -16.64 0.56 24.23
C -16.98 0.05 22.95
C -17.60 -1.21 22.82
N -15.82 1.78 24.33
O -15.87 2.59 23.34
O -15.38 2.07 25.43
H -18.44 -2.86 23.95
H -17.89 -1.98 26.08
H -16.61 0.11 26.37
H -16.61 0.48 22.03
H -17.71 -1.65 21.84
C -12.62 -3.81 18.75
C -13.79 -3.34 19.32
C -14.35 -2.17 18.75
C -13.74 -1.48 17.69
C -12.52 -1.93 17.23
C -11.92 -3.08 17.78
N -14.47 -0.34 17.03
O -15.56 -0.07 17.52
O -13.83 0.34 16.19
H -12.25 -4.76 19.09
H -14.32 -3.87 20.10
H -15.29 -1.88 19.20
H -11.99 -1.48 16.40
H -10.96 -3.47 17.49
C -20.78 -4.78 15.66
C -21.93 -5.42 15.25
C -22.02 -5.85 13.95
C -20.96 -5.65 13.09
C -19.75 -5.13 13.53
C -19.69 -4.64 14.81
N -20.99 -5.90 11.65
O -22.13 -5.86 11.13
O -19.98 -6.08 11.02
H -20.64 -4.45 16.68
H -22.77 -5.62 15.90
H -22.95 -6.31 13.65
H -18.88 -5.14 12.89
H -18.77 -4.21 15.19
C -20.08 -7.53 18.56
C -19.83 -6.28 19.06
C -18.77 -5.54 18.62
C -17.91 -6.00 17.61
C -18.20 -7.28 17.08
C -19.21 -8.09 17.57
N -16.76 -5.18 17.18
O -16.33 -4.42 18.02
O -16.21 -5.43 16.13
H -20.90 -8.11 18.95
H -20.47 -5.93 19.86
H -18.57 -4.54 18.97
H -17.61 -7.67 16.27
H -19.41 -9.05 17.13
C -22.17 1.36 19.84
C -21.97 1.71 21.15
C -22.91 2.37 21.92
C -24.06 2.82 21.22
C -24.23 2.63 19.83
C -23.29 1.86 19.16
N -25.10 3.46 22.02
O -25.53 4.44 21.48
O -25.36 3.05 23.13
H -21.43 0.73 19.37
H -21.00 1.36 21.48
H -22.78 2.38 22.99
H -25.07 3.02 19.28
H -23.45 1.67 18.11
C -14.21 -2.59 12.53
C -15.04 -2.93 13.55
C -15.97 -2.03 14.02
C -15.95 -0.69 13.55
C -15.12 -0.41 12.42
C -14.21 -1.34 11.95
N -16.83 0.34 14.04
O -17.28 0.27 15.18
O -17.03 1.35 13.40
H -13.50 -3.32 12.16
H -14.86 -3.87 14.05
H -16.61 -2.33 14.83
H -15.05 0.63 12.13
H -13.51 -1.06 11.17
C -24.31 -0.93 16.14
C -23.25 -0.94 17.06
C -22.01 -0.35 16.82
C -21.84 0.44 15.66
C -22.97 0.49 14.78
C -24.24 -0.10 15.05
N -20.58 1.17 15.31
O -19.58 1.06 16.05
O -20.59 1.93 14.36
H -25.24 -1.41 16.42
H -23.33 -1.52 17.96
H -21.27 -0.50 17.58
H -22.73 1.04 13.87
H -25.02 -0.04 14.30
C -21.11 -2.15 22.44
C -20.67 -2.19 21.14
C -21.44 -2.87 20.15
C -22.64 -3.50 20.53
C -23.12 -3.32 21.83
C -22.37 -2.71 22.78
N -23.40 -4.30 19.49
O -22.90 -4.31 18.37
O -24.49 -4.86 19.70
H -20.48 -1.70 23.19
H -19.73 -1.71 20.95
H -21.16 -2.95 19.11
H -24.05 -3.81 22.06
H -22.74 -2.68 23.79
C -22.94 -2.55 10.42
C -21.91 -1.97 9.61
C -20.73 -1.63 10.26
C -20.64 -1.70 11.65
C -21.74 -2.23 12.39
C -22.86 -2.69 11.77
N -19.50 -1.06 12.38
O -18.79 -0.29 11.78
O -19.18 -1.53 13.46
H -23.79 -3.03 9.97
H -22.05 -2.04 8.54
H -19.91 -1.19 9.70
H -21.84 -2.25 13.47
H -23.69 -3.21 12.21
*
```

***

9.
DFT (wB97M-V/def2-TZVPD) results for 2 unconnected molecules or ions with the total composition C3H6NP.

Results
energy above the lowest of the compared OMol25 structures with the same formula, charge and spin	57.1	kcal/mol
HOMO level	-9.1	eV
largest force on an atom	5.54	eV/A
SMILES string	C=C=N.C=P
calculated total energy	-13983.351	eV
HOMO-LUMO gap	9.1683	eV

Geometry as ORCA input:
```
! wB97M-V def2-TZVPD RIJCOSX def2/J DEFGRID3
* xyz 0 1
C 1.31 1.04 -0.81
C 0.86 1.30 0.38
N 0.34 1.82 1.37
H 1.95 1.84 -1.16
H 1.34 0.02 -1.26
H 0.84 1.83 2.24
C -0.87 -0.63 -0.27
P -1.89 -0.56 1.05
H -0.16 -1.48 -0.35
H -0.94 0.03 -1.00
H -1.63 -1.93 1.66
*
```

***

10.
DFT (wB97M-V/def2-TZVPD) results for 2 unconnected molecules or ions with the total composition C11H25FN2O6S.

Results
HOMO level	-9.3	eV
largest force on an atom	1.63	eV/A
SMILES string	CCOCCN(C[C@@H](O)CN)S(=O)(=O)F.CCOC(C)=O
calculated total energy	-40629.025	eV
HOMO-LUMO gap	9.6716	eV

Geometry as ORCA input:
```
! wB97M-V def2-TZVPD RIJCOSX def2/J DEFGRID3
* xyz 0 1
C -1.03 -4.74 -0.20
C -1.60 -3.36 0.12
O -1.41 -2.50 -0.99
C -1.20 -1.14 -0.65
C 0.26 -0.72 -0.56
N 1.13 -1.64 0.24
C 2.12 -0.91 1.08
C 1.51 -0.22 2.31
O 1.44 1.18 2.16
C 0.20 -0.81 2.79
N 0.48 -2.05 3.50
S 2.10 -2.52 -0.83
O 3.10 -1.72 -1.41
O 2.49 -3.70 -0.20
F 1.14 -2.88 -1.96
H -0.80 -4.78 -1.26
H -1.73 -5.52 0.08
H -0.11 -4.91 0.33
H -1.09 -3.00 1.01
H -2.66 -3.45 0.37
H -1.73 -0.94 0.28
H -1.67 -0.54 -1.42
H 0.67 -0.59 -1.55
H 0.27 0.28 -0.13
H 2.68 -0.16 0.52
H 2.83 -1.64 1.44
H 2.21 -0.38 3.12
H 0.79 1.40 1.47
H -0.21 -0.10 3.49
H -0.52 -0.93 1.98
H 0.99 -2.71 2.92
H -0.35 -2.48 3.88
C -1.91 4.71 -2.75
C -1.34 5.24 -1.45
O -1.35 4.25 -0.41
C -0.37 3.36 -0.23
C 0.68 3.17 -1.31
O -0.39 2.68 0.76
H -1.30 3.89 -3.14
H -1.95 5.50 -3.50
H -2.91 4.32 -2.59
H -0.35 5.66 -1.57
H -1.98 6.04 -1.07
H 0.35 2.39 -1.98
H 1.60 2.87 -0.82
H 0.89 4.07 -1.88
*
```

***

11.
DFT (wB97M-V/def2-TZVPD) results for a single C4H3N3O2 molecule.

Results
energy above the lowest of the compared OMol25 structures with the same formula, charge and spin	94.5	kcal/mol
HOMO level	-9.6	eV
largest force on an atom	9.18	eV/A
SMILES string	O=C1N=CN=N/C1=C\O
calculated total energy	-12756.691	eV
HOMO-LUMO gap	7.5017	eV

Geometry as ORCA input:
```
! wB97M-V def2-TZVPD RIJCOSX def2/J DEFGRID3
* xyz 0 1
O -0.80 -0.31 -1.82
C -0.09 -0.60 -0.85
N 0.33 -1.95 -0.61
C 1.29 -1.92 0.33
N 1.64 -0.80 1.13
N 1.00 0.31 1.00
C -0.01 0.41 -0.01
C -0.81 1.41 -0.10
O -1.10 2.35 0.96
H 2.15 -2.76 0.17
H -1.64 1.18 -0.83
H -1.96 2.69 0.64
*
```

***

12.
DFT (wB97M-V/def2-TZVPD) results for 2 unconnected molecules or ions with the total composition C10H12BrNO2.

Results
energy above the lowest of the compared OMol25 structures with the same formula, charge and spin	70.6	kcal/mol
HOMO level	-7.7	eV
largest force on an atom	4.41	eV/A
SMILES string	OC(O)=C(Br)c1ccccc1.C=CN
calculated total energy	-86189.545	eV
HOMO-LUMO gap	8.0587	eV

Geometry as ORCA input:
```
! wB97M-V def2-TZVPD RIJCOSX def2/J DEFGRID3
* xyz 0 1
O 3.99 -0.53 1.25
C 2.73 -0.92 1.06
O 2.37 -1.98 1.78
C 1.88 -0.23 0.21
Br 2.76 1.04 -0.88
C 0.46 -0.63 -0.06
C -0.05 -0.48 -1.32
C -1.25 -1.03 -1.74
C -2.00 -1.64 -0.75
C -1.58 -1.62 0.57
C -0.42 -1.07 1.00
H 4.45 -1.33 1.41
H 1.44 -2.24 1.78
H 0.64 -0.12 -2.16
H -1.66 -1.17 -2.82
H -2.98 -1.97 -1.05
H -2.05 -2.19 1.34
H -0.25 -1.15 2.05
C -2.14 2.39 -0.55
C -0.88 2.85 -0.48
N -0.12 2.35 0.56
H -2.32 1.45 -0.14
H -2.88 2.88 -1.18
H -0.59 3.63 -1.16
H -0.53 1.47 0.83
H 0.98 2.22 0.45
*
```